The following is a DFT calculation (the ωB97M-V functional and the def2-TZVPD basis) of a structure of composition C30H21BrCaN7O5.

* net charge: -1
* HOMO level: -4.179 eV
* Kohn-Sham gap: 6.104 eV

The geometry in XYZ format:
```
65
Properties=species:S:1:pos:R:3:forces:R:3:lowdin_charge:R:1
Ca 0.639496 0.200340 -0.401523 -0.2 0.6 0.1 1.399
O 2.149116 -3.429831 1.599731 0.1 0.0 0.0 -0.017
C 1.690662 -2.326570 1.268023 -0.1 0.1 0.2 -0.500
N 0.834340 -1.981568 0.319825 -0.2 0.0 -0.3 -0.037
C 0.268213 -2.896409 -0.600840 0.1 0.0 0.3 -0.205
C 0.616200 -4.249340 -0.641767 0.0 0.0 -0.1 -0.031
C 0.058044 -5.107137 -1.580559 0.1 -0.1 0.1 -0.122
C -0.856443 -4.628865 -2.495584 -0.1 0.1 -0.1 -0.122
C -1.232124 -3.291589 -2.465141 0.1 -0.1 0.0 -0.039
C -0.698078 -2.408445 -1.527736 -0.1 0.2 0.0 -0.212
N -1.068199 -1.035341 -1.478569 0.3 -0.4 0.3 -0.031
C -2.270514 -0.654997 -1.875676 0.0 0.4 0.2 -0.519
O -3.208449 -1.273411 -2.400351 0.0 0.0 0.0 -0.015
C -2.564822 0.830184 -1.614858 -0.1 -0.1 -0.2 -0.183
C -3.467174 1.446837 -2.487357 0.0 0.0 0.1 -0.013
C -3.837732 2.755356 -2.271195 0.0 0.0 0.0 -0.072
C -3.335973 3.409988 -1.151303 0.0 0.0 0.0 -0.077
C -2.458823 2.720125 -0.339965 0.0 0.0 0.1 -0.169
N -2.042459 1.470071 -0.565221 0.1 -0.2 -0.1 0.090
C 2.201509 -1.130145 2.101336 -0.2 -0.3 -0.2 -0.188
C 3.385595 -1.314144 2.808667 0.0 0.1 0.1 -0.005
C 3.886481 -0.270455 3.561931 0.1 -0.1 0.0 -0.063
C 3.181888 0.923434 3.607528 -0.1 0.0 0.0 -0.070
C 2.015493 1.013815 2.871601 0.1 0.0 0.0 -0.154
N 1.526163 0.024153 2.126779 0.0 0.0 -0.2 0.056
H 1.337821 -4.602106 0.075387 0.0 -0.1 0.0 0.083
H 0.351863 -6.150843 -1.588364 0.0 0.0 0.0 0.087
H -1.295040 -5.287245 -3.237005 0.0 0.0 0.0 0.087
H -1.960707 -2.913661 -3.162528 0.0 0.0 0.0 0.091
H -3.859746 0.852889 -3.299474 0.0 0.0 0.0 0.112
H -4.520342 3.254275 -2.948615 0.0 0.0 0.0 0.101
H -3.615443 4.425902 -0.907129 0.0 0.0 0.0 0.096
H -2.068905 3.200752 0.550181 0.0 0.0 0.0 0.083
H 3.868777 -2.277499 2.739102 0.0 0.0 0.0 0.113
H 4.817361 -0.386693 4.103867 0.0 0.0 0.0 0.104
H 3.531854 1.770440 4.181991 0.0 0.0 0.0 0.097
H 1.453767 1.941660 2.866463 0.0 0.0 0.0 0.076
Br 6.782408 -2.769975 -3.709997 0.0 0.0 0.0 0.718
C 6.268606 -1.539223 -2.369275 -0.1 0.1 0.1 -0.671
C 7.205651 -1.116560 -1.438333 0.1 -0.1 -0.1 -0.207
N 6.922425 -0.256777 -0.466306 0.0 0.0 0.0 0.067
C 5.674689 0.204659 -0.404181 0.0 0.1 0.0 -0.081
C 4.675281 -0.157523 -1.296799 0.0 0.0 -0.1 -0.103
C 4.973362 -1.061082 -2.307217 0.1 0.1 0.1 -0.039
C 3.277075 0.383435 -1.150944 -0.4 -0.2 0.0 -0.663
O 2.398659 -0.012202 -1.965777 0.2 0.0 -0.2 -0.125
O 3.022479 1.139333 -0.188316 0.2 0.1 0.2 -0.083
H 8.221014 -1.494159 -1.490376 0.0 0.0 0.0 0.094
H 5.432567 0.898985 0.391153 0.0 0.0 0.0 0.115
H 4.197629 -1.362733 -2.997387 0.0 0.0 0.0 0.120
N -0.005589 4.642048 3.393260 0.0 0.0 0.0 0.178
C 0.616952 5.401392 2.455278 0.0 0.1 -0.1 -0.498
O 0.901359 6.567070 2.662163 0.0 0.0 0.0 0.050
C 0.921764 4.754303 1.136049 0.0 0.0 0.1 -0.111
C 1.687588 5.460206 0.216504 0.0 -0.1 -0.1 0.007
C 1.980656 4.867017 -0.997484 0.0 0.0 0.0 -0.030
C 1.500796 3.591359 -1.251940 0.0 -0.1 -0.1 -0.110
N 0.742859 2.915100 -0.393184 0.1 0.0 0.1 0.030
C 0.473391 3.491697 0.771060 0.0 0.0 0.1 -0.126
H -0.174885 5.069738 4.286791 0.0 0.0 0.0 0.112
H -0.169743 3.659246 3.285722 0.0 0.0 0.0 0.079
H 2.036692 6.450602 0.474848 0.0 0.0 0.0 0.121
H 2.583883 5.368693 -1.741025 0.0 0.0 0.0 0.107
H 1.744280 3.080446 -2.176368 0.0 0.0 0.0 0.121
H -0.154417 2.906680 1.436526 0.0 0.0 0.0 0.096
```
Positions in Å, forces in eV/Å.